# 1
The following is a DFT calculation (ωB97M-V with the def2-TZVPD basis set) of a structure of composition C30H64NO18S.

Structure (XYZ):
```
114
Properties=species:S:1:pos:R:3:mulliken_charge:R:1
H -4.950 -5.943 -2.832 0.339
H -6.871 0.549 -0.095 0.500
O -4.156 1.370 0.360 -0.352
H -3.821 5.478 -0.649 0.268
H -0.143 -1.274 4.065 -0.588
H -0.920 -6.221 4.973 0.299
H -4.105 -6.872 -0.475 0.248
H 5.595 0.635 -5.825 0.305
H -0.194 -3.249 4.575 0.052
H -4.249 0.353 -1.258 0.386
C -3.931 -5.704 -2.435 -0.306
C -0.498 -5.212 5.311 -1.613
C 1.437 3.539 -3.832 -1.226
O -1.524 -4.266 -2.580 -0.635
O 3.109 -2.370 0.995 -0.535
S 1.833 2.979 2.447 1.327
H -3.264 -1.677 -1.449 0.246
H 0.157 2.605 -0.460 0.122
C -4.747 0.429 -0.457 -0.284
C 0.728 3.558 -0.283 0.429
C -2.802 1.521 0.497 0.608
H -6.403 1.776 -0.902 0.286
H -1.667 7.067 -1.010 0.258
O -1.137 4.997 -0.723 -0.218
H 0.455 3.801 0.664 0.582
O 0.792 3.446 3.302 -0.723
C 3.954 -1.394 2.984 -1.466
H -1.344 -0.436 2.877 -0.034
H 0.776 -1.202 0.445 0.058
C 0.200 4.821 -0.841 -0.361
O -3.723 -4.478 -1.820 -0.302
H 0.464 -5.294 5.665 0.361
H 5.560 -0.054 -3.412 0.666
H -2.736 1.913 4.397 0.171
H -3.314 4.732 -2.000 0.362
H 1.528 0.204 -0.094 -0.048
H -1.887 2.178 6.009 0.295
O 0.527 -0.356 -2.352 -0.429
H 2.361 4.144 -3.283 0.187
C -1.801 1.705 4.938 -0.851
C 5.562 -2.277 1.093 -1.279
O 2.941 3.923 2.435 -0.815
H -1.064 -4.998 6.050 0.604
H -1.376 6.069 -2.335 0.469
C 4.204 1.361 -1.335 0.600
H 6.110 -1.426 1.498 0.359
H 1.762 0.002 1.535 -0.105
H -1.307 -1.644 -3.658 0.171
H -1.505 -2.199 -1.200 0.018
C 0.030 -4.021 1.927 0.633
O 3.980 0.244 -0.844 -0.487
O 0.987 5.571 -1.484 -0.722
C 1.241 2.232 -3.061 3.077
H 3.193 -1.755 3.578 0.374
O -0.050 -4.771 3.031 -0.360
H -4.670 -0.476 0.065 0.360
H 0.324 3.958 -3.780 0.086
C -0.748 -4.206 4.190 0.135
C -1.046 -0.613 -4.109 -1.361
O -1.738 -0.606 5.993 -0.655
C 4.189 -2.030 1.655 0.898
H -1.739 -3.894 4.040 0.358
C -0.621 -0.272 3.766 0.953
H -2.874 2.789 2.193 0.527
O 1.376 2.563 1.122 0.205
H 0.363 0.604 0.877 -0.564
C -2.496 -3.785 -1.872 0.529
H -2.183 3.381 0.778 -0.294
C -2.303 2.560 1.374 -0.134
H -1.885 -0.079 -4.114 0.511
H -0.701 -0.673 -5.161 0.403
H -2.654 -2.780 -0.177 0.583
C 0.682 -4.653 0.798 -0.815
O 0.237 1.384 -3.753 -0.444
C 0.036 0.119 -3.313 0.753
H 5.086 3.143 -0.513 0.416
N 1.036 -0.086 0.702 1.259
C -6.228 0.660 -0.780 -1.409
H 3.642 -0.294 2.649 0.188
H 2.309 1.624 -2.938 -0.523
H -3.966 6.322 -2.078 0.397
H -3.286 -5.770 -3.297 0.304
H -2.565 -6.765 -1.541 0.277
C 4.898 0.603 -3.588 -0.415
C -1.381 0.194 5.007 0.316
O -2.044 0.689 0.020 -0.226
H 3.464 3.280 -0.681 0.215
H 1.734 -4.872 1.010 0.266
H -1.187 2.557 4.636 0.288
C -2.527 -2.479 -1.154 -0.617
H 5.980 -3.117 1.404 0.510
H 0.238 0.536 3.721 0.070
O -0.194 -2.809 1.941 -0.264
H -0.025 -5.449 0.337 0.240
H 0.691 -3.896 0.070 0.151
H -6.518 -0.079 -1.632 0.283
O 4.765 1.586 -2.543 -0.285
O 2.308 1.661 2.952 -0.825
H 3.988 0.255 -3.636 0.313
H 4.640 -1.422 3.626 0.767
H 5.322 -2.147 0.034 0.207
C -3.239 5.656 -1.607 -1.213
H 4.222 1.948 -5.073 0.083
H -1.218 2.228 1.792 -0.194
C 4.127 2.605 -0.310 -0.863
C -3.644 -6.791 -1.525 -0.977
H 6.080 1.834 -4.925 0.339
H 1.689 3.569 -4.839 0.582
H -3.872 -7.656 -2.216 0.322
H 3.970 2.231 0.686 0.140
H 1.207 2.490 -2.037 -1.742
C -1.832 6.033 -1.504 -0.434
H 1.529 3.261 -0.619 -0.827
C 5.230 1.241 -4.844 -1.074
```

The total energy comes out at -81314.6459 eV. The value obtained for the energy relative to the best compared isomer or geometry (same formula, charge and spin) is 0.0 kJ/mol. As for the HOMO energy: -3.58 eV. The gap between HOMO and LUMO is 0.205 hartree. Its LUMO energy is 0.073 hartree. Its charge is -1.

---

# 2
The following is a DFT calculation (ωB97M-V with the def2-TZVPD basis set) of a structure of composition C30H65AsCuF6N3O12.

Structure (XYZ):
```
118
Properties=species:S:1:pos:R:3:mulliken_spin:R:1
C 2.146 -5.938 4.335 0.000
O 0.631 -7.712 5.027 0.000
H 2.676 -4.434 6.428 0.000
C 8.724 -12.009 -11.379 0.000
H 8.156 -8.763 -0.010 0.000
H 0.950 -13.895 -9.761 -0.001
H 4.768 -4.116 7.560 0.000
H 7.923 -11.477 5.051 0.000
C -0.040 -13.475 -9.941 0.074
H -2.501 -13.745 -10.776 0.035
H -4.101 -11.234 -9.735 0.002
O 7.486 -15.540 1.792 0.000
H 12.804 -12.222 -2.663 0.000
H 8.767 -12.443 -12.378 0.000
H 10.718 -12.409 5.901 0.000
H -1.421 -11.784 -3.584 0.000
H 8.909 -17.035 1.129 0.000
H 7.866 -5.574 6.838 0.000
H 11.660 -15.104 -2.918 0.000
H -3.638 -8.257 -7.914 0.000
H 7.714 -17.571 2.334 0.000
As 5.711 -11.043 -4.048 0.000
H -1.729 -11.303 -10.426 0.028
F 6.746 -9.511 -3.983 0.000
F 6.735 -11.802 -5.306 0.000
H 2.199 -7.968 3.809 0.000
O -3.818 -10.347 -7.882 0.003
H 7.407 -17.231 0.614 0.000
H 0.144 -9.428 3.901 0.000
C 0.331 -9.131 4.933 0.000
H -0.978 -14.031 -8.150 -0.003
H 9.199 -8.427 1.382 0.000
H 13.554 -13.636 -1.947 0.000
H 11.107 -13.682 -3.766 0.000
O -0.634 -14.555 -10.703 0.367
C -0.783 -13.076 -8.638 0.071
C -2.026 -11.134 -9.391 -0.001
C 11.718 -10.278 -1.052 0.000
H 11.199 -10.570 -1.964 0.000
C -1.417 -11.867 -2.497 0.000
C -2.026 -13.177 -2.206 0.000
H 13.319 -12.791 0.271 0.000
H 0.206 -12.625 -10.578 0.006
C 7.903 -16.875 1.516 0.000
C 6.996 -5.267 7.417 0.000
N 9.021 -4.231 -8.830 0.000
H 1.168 -9.689 5.352 0.000
H -0.411 -11.791 -2.085 0.000
H 6.378 -4.773 -7.157 0.000
C 1.457 -7.193 4.000 0.000
H 6.112 -13.046 5.074 0.000
H 1.339 -5.279 4.654 0.000
H -2.075 -11.147 -2.011 0.000
C 13.146 -12.087 -0.544 0.000
H -2.235 -9.071 -7.243 0.000
H -0.495 -9.408 5.588 0.000
O -2.034 -12.432 -8.791 0.361
H 8.098 -9.783 1.395 0.000
H 4.329 -5.837 7.748 0.000
H -1.323 -10.421 -8.959 0.015
C -3.320 -9.121 -7.330 0.001
C 11.013 -14.231 -2.829 0.000
C 4.674 -5.075 7.050 0.000
O 5.910 -5.383 6.519 0.000
H 9.992 -14.563 -2.636 0.000
H 2.590 -5.549 3.418 0.000
H 6.908 -5.948 8.264 0.000
C -1.740 -14.110 -11.466 0.016
H 3.833 -4.246 5.146 0.000
F 6.763 -11.848 -2.823 0.000
C 12.773 -12.889 -1.802 0.000
O 11.990 -11.331 -0.238 0.000
C 6.605 -5.086 -8.177 0.000
H 6.386 -16.088 3.524 0.000
H 8.664 -12.813 -10.646 0.000
H 5.631 -13.782 1.722 0.000
C 10.788 -9.326 -0.304 0.000
C 8.779 -9.217 0.760 0.000
C 3.549 -4.900 5.971 0.000
O 11.447 -13.415 -1.673 0.000
F 4.617 -10.271 -5.299 0.000
N -2.448 -14.218 -1.965 0.000
F 4.849 -10.363 -2.606 0.000
C 7.959 -4.595 -8.563 0.000
H 7.186 -14.399 5.002 0.000
H 5.443 -16.110 1.994 0.000
C 7.054 -13.380 4.638 0.000
O 9.366 -12.666 4.285 0.000
C 7.450 -11.208 -11.414 0.000
H 0.865 -7.000 3.105 0.000
H 5.857 -4.738 -8.889 0.000
H 11.494 -12.620 4.358 0.000
O 9.808 -10.123 0.370 0.000
C 10.602 -12.214 4.834 0.000
O 6.998 -13.336 3.190 0.000
Cu 9.479 -13.258 1.182 0.000
H -3.595 -9.595 -9.772 0.000
C 5.838 -14.095 2.745 0.000
H -0.123 -12.583 -7.925 0.014
H 10.622 -11.137 4.671 0.000
H 7.238 -4.250 7.725 0.000
H -1.437 -13.364 -12.202 0.018
H 9.597 -11.386 -11.187 0.000
F 4.645 -12.477 -3.992 0.000
C 6.212 -15.594 2.568 0.000
O 3.130 -6.098 5.345 0.000
C -3.441 -10.528 -9.229 -0.003
H -3.704 -8.855 -6.345 0.000
H 6.616 -6.175 -8.228 0.000
H 14.103 -11.577 -0.644 0.000
H 10.302 -8.649 -1.006 0.000
H -2.158 -14.979 -11.973 0.000
H 12.576 -9.652 -1.297 0.000
N 6.484 -10.589 -11.486 0.000
H 11.333 -8.785 0.470 0.000
H 4.974 -13.864 3.368 0.000
H 8.453 -12.763 6.127 0.000
C 8.219 -12.526 5.089 0.000
```

The total energy comes out at -182969.1913 eV. As for the HOMO energy (spin up / spin down): -10.61 / -10.61 eV. As for the spin multiplicity: 2. The gap between HOMO and LUMO (spin up / spin down) is 0.259 / 0.076 hartree. Its LUMO energy (spin up / spin down) is -0.131 / -0.314 hartree. Its charge is +1.